Density functional theory data (ωB97M-V with the def2-TZVPD basis set) for one molecule with the formula C3H8O at a distorted geometry.

ORCA input file:
```
! wB97M-V def2-TZVPD RIJCOSX def2/J DEFGRID3
* xyz 0 1
O -0.85022 0.08443 -0.19494
C -1.15203 1.45626 -0.01059
C 0.87673 -1.50095 -0.31000
C 0.44569 -0.21741 0.32667
H -0.99485 1.96271 -1.00330
H -0.58957 1.94953 0.82078
H -2.17794 1.59278 0.24327
H 0.12837 -2.26834 -0.07538
H 1.84863 -1.80961 0.08177
H 0.87029 -1.39739 -1.38615
H 1.17082 0.57997 0.11815
H 0.42409 -0.43198 1.38973
*
```

Computed properties:
Relative energy (zero: lowest compared OMol25 entry of this formula, charge and spin), kcal/mol: 18.2
Structure (SMILES): CCOC
HOMO energy, eV: -9.76
Electronic energy, eV: -5287.363
Max |F|, eV Å⁻¹: 1.24

These are the Mulliken partial charges, in e, on atoms 1 to 5: -0.350, -0.669, -1.240, -0.117, 0.226